No. 1
C36H63AgSi4 as an isolated structure, computed with ωB97M-V with the def2-TZVPD basis set.

The geometry in XYZ format:
```
104
Properties=species:S:1:pos:R:3
Ag -0.830 -0.297 -0.572
C -3.296 -0.738 0.725
C -2.632 -0.101 1.801
C -1.591 -0.986 2.232
C -1.635 -2.109 1.369
C -2.697 -1.975 0.455
C -3.249 -3.041 -0.469
C -4.509 -3.651 0.166
C -3.629 -2.451 -1.825
C -2.226 -4.157 -0.689
C -0.661 -0.998 3.453
C 0.509 -1.962 3.225
C -0.012 0.351 3.767
C -1.405 -1.520 4.697
C -3.063 1.293 2.271
C -3.349 1.357 3.780
C -4.374 1.708 1.583
C -2.039 2.377 1.897
H -4.149 -0.345 0.194
H -1.012 -2.983 1.451
H -5.267 -2.882 0.315
H -4.272 -4.080 1.141
H -4.929 -4.437 -0.470
H -4.374 -1.664 -1.712
H -4.040 -3.223 -2.486
H -2.765 -1.999 -2.299
H -1.993 -4.667 0.246
H -1.298 -3.753 -1.092
H -2.615 -4.898 -1.393
H 1.046 -1.704 2.317
H 0.175 -2.994 3.143
H 1.201 -1.909 4.072
H 0.504 0.731 2.886
H 0.726 0.234 4.567
H -0.728 1.099 4.093
H -1.822 -2.504 4.483
H -2.222 -0.870 4.988
H -0.718 -1.610 5.546
H -4.001 0.533 4.074
H -3.847 2.300 4.028
H -2.445 1.302 4.377
H -5.189 1.029 1.837
H -4.263 1.720 0.500
H -4.651 2.716 1.907
H -1.027 2.113 2.187
H -2.300 3.333 2.366
H -2.041 2.523 0.817
C 2.484 3.202 -1.722
Si 2.939 1.385 -2.037
C 4.825 1.425 -2.343
C 2.320 0.966 -3.773
Si 1.970 0.078 -0.301
Si 3.252 0.967 1.471
C 5.049 1.562 1.213
C 3.483 -0.222 2.943
C 2.372 2.527 2.152
Si 3.031 -1.987 -0.649
C 4.931 -2.146 -0.579
C 2.443 -3.295 0.596
C 2.520 -2.677 -2.342
H 2.787 3.841 -2.554
H 2.960 3.575 -0.816
H 1.408 3.304 -1.596
H 5.016 2.047 -3.222
H 5.211 0.433 -2.557
H 5.393 1.830 -1.512
H 2.517 1.799 -4.454
H 1.260 0.760 -3.786
H 2.834 0.087 -4.167
H 5.665 0.794 0.750
H 5.490 1.819 2.180
H 5.089 2.449 0.584
H 4.249 -0.963 2.709
H 2.573 -0.757 3.198
H 3.812 0.335 3.826
H 2.916 3.431 1.870
H 2.299 2.510 3.241
H 1.365 2.614 1.753
H 5.314 -1.841 0.394
H 5.412 -1.524 -1.327
H 5.235 -3.183 -0.751
H 2.713 -3.034 1.618
H 2.878 -4.271 0.367
H 1.359 -3.385 0.559
H 2.973 -2.111 -3.154
H 1.440 -2.597 -2.461
H 2.803 -3.726 -2.458
C -1.687 4.609 -3.379
C -1.523 4.110 -2.069
C -1.389 2.767 -1.867
C -1.417 1.831 -2.930
C -1.269 0.429 -2.657
C -1.299 -0.378 -3.779
C -1.457 0.111 -5.094
C -1.593 1.448 -5.333
C -1.576 2.348 -4.243
C -1.709 3.745 -4.435
H -1.785 5.676 -3.544
H -1.490 4.793 -1.230
H -1.238 2.363 -0.872
H -1.165 -1.450 -3.674
H -1.457 -0.588 -5.927
H -1.705 1.833 -6.341
H -1.825 4.121 -5.447
```

HOMO level = -0.55 eV
Orbital gap = 5.22 eV
LUMO = 4.673 eV
Charge = -2

---

No. 2
A 4-piece molecular cluster, C36H63Br3I2N2O14P4 overall in a non-equilibrium geometry, computed with ωB97M-V with the def2-TZVPD basis set.

The geometry in XYZ format:
```
124
Properties=species:S:1:pos:R:3
C -3.773 -4.282 -1.294
C -2.813 -5.328 -1.775
Br -3.392 -6.380 -3.250
C -1.618 -5.520 -1.216
Br -0.495 -6.922 -1.894
C -1.087 -4.723 -0.080
C 0.039 -3.839 -0.251
C 0.792 -3.613 -1.513
I 2.413 -4.904 -2.020
C 0.553 -2.607 -2.350
C 1.336 -2.324 -3.601
I -1.039 -1.301 -1.862
C 0.490 -3.135 0.833
C -0.084 -3.247 2.111
N 0.441 -2.518 3.140
C -0.121 -2.698 4.305
C 0.435 -1.882 5.447
C 1.976 -1.845 5.384
C 2.576 -1.108 6.595
O 2.552 -3.130 5.210
C -1.223 -3.601 4.473
P -1.950 -3.796 6.172
C -0.598 -4.635 7.146
O -3.151 -4.924 6.078
N -1.778 -4.300 3.515
C -1.172 -4.097 2.310
C -1.649 -4.821 1.175
Br -3.121 -6.000 1.461
H -4.672 -4.783 -0.926
H -3.346 -3.602 -0.564
H -4.105 -3.713 -2.169
H 0.917 -1.485 -4.155
H 1.475 -3.208 -4.221
H 2.338 -1.998 -3.298
H 1.327 -2.456 0.718
H 0.117 -0.843 5.337
H 0.132 -2.250 6.426
H 2.230 -1.259 4.495
H 3.026 -0.182 6.235
H 3.323 -1.737 7.077
H 1.801 -0.822 7.309
H 2.570 -3.322 4.268
H 0.170 -4.953 6.434
H -0.116 -3.889 7.777
H -0.975 -5.469 7.735
H -2.737 -5.793 6.172
C -2.462 -0.044 3.733
C -1.172 0.753 3.626
O -1.370 1.995 2.955
P -2.060 3.236 3.764
O -0.996 3.609 4.735
O -1.930 4.422 2.646
C -1.337 5.686 2.947
C 0.099 5.734 2.472
O -3.537 2.838 3.164
C -4.738 3.447 3.677
C -4.894 4.862 3.165
H -3.175 0.450 4.396
H -2.270 -1.042 4.129
H -2.938 -0.135 2.756
H -0.738 0.931 4.615
H -0.444 0.192 3.038
H -1.409 5.908 4.012
H -1.923 6.444 2.422
H 0.673 4.891 2.857
H 0.580 6.661 2.789
H 0.140 5.676 1.383
H -4.741 3.425 4.769
H -5.567 2.828 3.335
H -4.193 5.530 3.668
H -5.902 5.229 3.361
H -4.693 4.916 2.097
C -4.190 11.486 -1.810
C -3.354 10.338 -1.270
O -4.100 9.120 -1.199
P -4.365 8.274 -2.559
O -3.046 7.724 -2.957
O -5.088 6.953 -1.912
C -4.627 5.635 -2.212
C -3.732 5.113 -1.107
O -5.818 8.954 -2.862
C -6.441 8.720 -4.150
C -7.058 7.337 -4.252
H -4.441 11.327 -2.861
H -3.645 12.427 -1.730
H -5.127 11.570 -1.262
H -2.456 10.190 -1.876
H -3.035 10.563 -0.253
H -4.119 5.606 -3.176
H -5.512 5.000 -2.298
H -2.921 5.806 -0.884
H -3.302 4.149 -1.382
H -4.305 4.993 -0.187
H -5.713 8.881 -4.948
H -7.216 9.477 -4.254
H -6.290 6.570 -4.362
H -7.711 7.277 -5.124
H -7.631 7.102 -3.357
C 8.804 -4.399 -7.815
C 7.577 -5.266 -7.589
O 7.637 -5.963 -6.342
P 7.310 -5.162 -4.970
O 5.856 -4.867 -5.008
O 7.361 -6.414 -3.912
C 6.286 -6.656 -3.007
C 5.370 -7.742 -3.532
O 8.868 -4.795 -4.650
C 9.156 -3.837 -3.600
C 9.004 -4.435 -2.214
H 8.833 -3.569 -7.106
H 8.799 -3.985 -8.824
H 9.715 -4.979 -7.672
H 6.662 -4.669 -7.638
H 7.518 -6.028 -8.365
H 5.732 -5.738 -2.803
H 6.731 -6.977 -2.062
H 5.032 -7.524 -4.545
H 4.496 -7.854 -2.888
H 5.895 -8.697 -3.573
H 8.518 -2.958 -3.716
H 10.186 -3.520 -3.753
H 7.952 -4.568 -1.955
H 9.447 -3.776 -1.466
H 9.481 -5.412 -2.159
```

HOMO level = -8.44 eV
Orbital gap = 7.68 eV
LUMO = -0.762 eV
Structure (SMILES) = C/C(Br)=C(/Br)c1c(/C(I)=C(/C)I)cc2nc(C[C@@H](C)O)c(P(C)O)nc2c1Br.CCOP(=O)(OCC)OCC.CCOP(=O)(OCC)OCC.CCOP(=O)(OCC)OCC
Charge = 0

---

- Which formula does entry 2 have?
  C36H63Br3I2N2O14P4